No. 1
Density functional theory data (ωB97M-V/def2-TZVPD) for a structure of composition C47H61BiBrF3N2O3P2S at a distorted geometry.

```
121
Properties=species:S:1:pos:R:3:mulliken_charge:R:1
C 5.2304 2.2026 -0.0321 -1.606
H -4.4535 2.3697 3.1727 0.331
F 2.5859 3.4570 -4.2498 -0.243
C -3.7744 0.1500 0.7920 1.390
C -2.7801 2.8445 0.2195 -0.054
C 0.9183 -2.2149 -0.1084 -0.595
H 3.9200 4.3745 0.9929 0.287
C 1.1864 6.2328 1.5602 -1.091
C -3.1552 -2.7980 -2.4837 -0.545
O 1.3702 2.4691 -2.1462 -0.575
H 3.5802 -2.3584 -3.1321 0.539
H 3.0434 -5.1715 -2.1628 0.450
H -0.0282 -3.2491 -3.2316 0.246
C -3.4664 2.8099 3.2522 -1.429
H 5.4959 1.2448 0.4069 0.287
H -3.4300 3.6926 2.6179 0.171
Bi -0.0215 1.1502 -0.5943 2.406
H 2.7709 -0.6721 0.9883 0.036
H -1.3676 -1.7197 -1.9720 0.117
H -5.7393 -0.4664 1.3726 0.468
H -0.8217 5.5978 1.2666 0.482
H -6.0875 -1.4274 -3.5308 0.450
H -0.1818 1.8735 2.8573 0.144
C 3.9734 0.9867 -1.7870 -1.822
C 3.3211 -0.1659 1.7795 -1.191
C 1.9097 3.6913 0.6909 -0.159
N -2.3581 0.7902 -2.4249 0.272
C -4.3109 -0.3526 -2.9912 1.181
C 0.2212 5.3322 1.1802 0.369
H -3.3291 3.1292 4.2838 0.482
C -5.0693 -1.4958 -3.1817 -0.623
C -0.6516 -6.4546 2.4221 -1.712
H -0.8957 2.5218 4.3264 0.623
H 2.7407 -5.8027 2.6281 0.350
H -5.2525 4.7622 -1.0600 0.445
H -1.3737 -6.5378 1.6115 0.371
H 3.7079 3.0535 -1.3002 0.674
H 2.8890 -1.4896 -1.7618 -0.412
C 2.5312 5.9043 1.4583 -0.980
O 1.0582 -1.0134 -0.5980 -0.268
C -2.3947 -1.6647 -2.2921 0.385
H 3.2583 3.1085 2.9795 0.423
C 0.4346 -2.4296 1.1920 0.865
C -4.0595 3.2468 -0.1362 -0.702
H 1.3312 -2.6212 -4.1629 0.592
H 1.1336 -8.2260 1.5222 0.445
H 4.3725 -0.1442 1.5026 0.247
C 2.7767 1.2457 1.9891 1.505
F 0.8949 2.6477 -5.3176 -0.278
H 4.7397 1.2203 -2.5232 0.609
Br -0.0515 -0.8800 2.2238 0.089
H -5.4702 1.2551 1.6016 0.353
C 3.1495 -2.4704 -2.1393 -1.279
C -1.8750 4.8199 -0.8215 0.130
H 4.6691 2.0709 2.6909 0.327
H 3.5135 1.6688 3.9500 0.440
H -3.9816 -1.9748 0.4645 0.528
C -2.9702 -0.4248 -2.5513 -1.421
H -4.0704 0.3606 -0.2420 -0.292
H 1.4820 -5.5034 -0.7049 0.667
H 6.0030 2.4553 -0.7563 0.435
H 1.7843 1.1727 2.4481 -0.325
H 3.2957 6.6223 1.7148 0.438
H -0.6292 -7.4009 2.9600 0.465
H -0.0153 -3.6866 2.8346 0.568
H 3.8887 -2.9241 -1.4811 0.407
C 0.7318 -4.7969 1.1439 -0.414
H 0.6690 -1.6613 -2.8438 -0.101
H 5.2499 2.9576 0.7470 0.313
C -3.2455 -1.2789 0.8635 -1.619
C -2.3496 1.8388 2.8835 0.682
C -1.6687 3.6438 -0.1007 -0.451
H -0.9256 3.4672 2.8402 0.274
H -2.3348 -1.3909 0.2805 -0.121
C 0.5486 4.0579 0.6815 -0.609
H 0.5012 -7.3931 0.1051 0.415
C 0.7429 -6.1357 1.8656 2.099
C -4.2517 4.4431 -0.8036 -0.891
H 2.1874 -7.1581 0.6046 0.387
F 0.8639 4.6961 -4.6427 -0.274
H 4.2437 0.0542 -1.3020 0.482
H -0.9934 -5.6848 3.1085 0.309
H -1.0255 5.4120 -1.1259 0.643
C 1.7529 -6.0386 3.0188 -1.655
H -4.9092 2.6313 0.1130 0.273
C 2.8754 4.6314 1.0468 -0.482
C -4.4745 -2.7160 -2.9266 -0.668
N -0.4211 3.1813 0.2914 0.618
H -2.4554 0.9012 3.4406 0.730
C 2.2737 -4.6980 -2.7696 -2.571
C -1.0051 2.4641 3.2462 -1.649
C 1.1833 -4.6283 -0.1603 -0.491
O -0.6318 3.0677 -2.8937 -0.503
H -2.7276 -3.7698 -2.2881 0.506
H -3.3023 6.1382 -1.6960 0.396
H 1.4207 -5.3684 -2.8531 0.447
H 2.6807 -4.5568 -3.7685 0.469
H -3.0341 -1.5433 1.8967 0.467
C 1.2469 3.4587 -4.3031 0.625
C -3.1324 1.7505 -2.7555 -0.477
C 0.5759 2.9696 -2.9754 -0.177
C 1.2889 -3.4057 -0.8002 -0.954
C -5.0048 0.2766 1.6845 -1.941
P -2.3173 1.3129 1.0735 1.073
H 1.8117 -6.9831 3.5539 0.455
C 1.8830 -3.3294 -2.2005 2.617
C 1.1684 -7.2949 0.9589 -2.120
H -5.0369 -3.6245 -3.0807 0.400
S -4.7461 1.3176 -3.2410 -0.298
H 0.8904 7.2014 1.9316 0.451
C 0.3412 -3.6527 1.8177 -0.710
C -3.1540 5.2139 -1.1596 -1.165
C 0.8931 -2.6736 -3.1685 -1.358
H -2.8297 2.7767 -2.7515 0.487
H -4.7559 0.0875 2.7270 0.385
C 3.8957 2.1159 -0.7687 0.652
C 3.6159 2.0819 2.9492 -1.745
H 3.2277 -0.7440 2.6955 0.433
H 3.0249 0.8685 -2.3000 0.164
P 2.3585 1.9766 0.3098 0.958
H 1.4698 -5.2617 3.7235 0.352
```

The HOMO energy comes out at -7.245 eV. The calculation puts the HOMO-LUMO gap at 0.2660 Ha. Its charge is 0.



No. 2
Density functional theory data (ωB97M-V/def2-TZVPD) for a structure of composition C47H61N3O6Pd at a distorted geometry.

```
118
Properties=species:S:1:pos:R:3:mulliken_spin:R:1
H 0.3106 2.2452 -4.1830 0.000
H -1.8165 -4.0284 -5.4045 -0.003
C -1.3432 -1.3601 3.6491 0.059
C 4.4465 -1.7238 -1.4247 0.007
H 0.6818 -1.5512 -6.2186 0.001
H -3.6080 -4.7387 4.0213 0.001
H 4.6119 4.4368 -0.2967 -0.002
H -1.6615 1.3085 -5.5217 0.000
H 1.9015 -1.6735 -0.6947 0.011
H -3.5015 -3.8521 1.1407 0.001
H -3.8012 -1.7309 4.8927 -0.001
C -2.7960 -4.0440 3.7740 -0.005
H -3.2480 -2.9806 -5.4111 -0.001
H -1.0312 0.1184 5.9816 0.000
H -3.9319 -3.2286 -1.7283 0.001
N -0.3669 -0.4435 -0.2595 0.347
C 3.9638 0.4559 0.7034 -0.148
C -3.3404 -2.8048 3.0463 -0.010
C -1.8753 -1.5989 1.3365 0.052
H -4.4774 -2.5107 -3.2457 0.001
C 4.5877 1.4484 1.5266 0.067
C -2.6674 4.3527 0.1332 0.000
C -0.9575 0.6605 -6.0505 -0.001
H -4.6984 -1.1668 3.4779 0.001
H 5.2507 3.4172 1.8439 0.001
H -1.9048 -4.7781 -1.7207 0.003
H -0.9602 -4.9952 -3.1956 0.001
H 5.6450 3.0124 -0.5616 0.001
C -0.6542 -0.9320 -1.4979 -0.047
C 5.4597 -0.2801 3.0073 -0.006
H -0.0479 6.0820 -1.0874 0.000
C 4.6662 3.3459 -0.2026 0.020
H -5.1458 -2.6988 4.2613 0.000
C -4.1343 -3.2844 1.8290 -0.004
H 2.0006 -1.5782 4.5436 -0.001
O -0.7038 2.4135 0.1252 0.000
C 0.0037 -0.2277 5.8951 -0.001
C 0.9395 1.5783 -4.7765 -0.004
H 1.2029 2.0858 -5.7131 0.000
H 0.0338 -1.2983 6.1250 0.000
C -0.3448 -0.4847 -3.8948 -0.031
H -2.0732 -4.5636 3.1403 0.002
C -1.0569 5.9059 -0.7381 0.000
H 4.0012 -0.7939 -1.7832 -0.007
C 5.2903 1.0549 2.6573 0.002
H 2.4884 -0.2321 3.4997 0.001
C -1.4457 -2.0444 -1.8111 0.119
C 0.6244 1.6052 4.3562 0.007
C 0.2035 0.2745 -5.1178 0.011
O -3.9663 8.7988 -0.5928 0.000
C 2.0135 -0.4874 4.4481 0.002
C -0.2558 -0.5422 3.3879 0.008
C 1.1793 -0.6410 -5.8715 0.003
O 1.1483 0.4154 1.7370 0.079
C 0.5830 0.0744 4.5115 -0.017
C 0.0269 -0.2055 -2.5562 0.095
H -2.2888 -3.7659 4.7009 0.000
H -0.5687 1.2088 -6.9151 0.000
H 1.0511 1.8852 3.3962 -0.002
N 3.1546 0.7841 -0.3251 0.840
H -1.4199 -1.8056 -5.1620 0.037
H -4.6381 -4.2624 -2.9857 0.000
H 1.8432 1.4015 -4.1990 -0.001
H 2.9684 3.2079 2.8218 -0.001
H -3.4180 -4.7093 -5.0791 0.000
C -4.3038 -2.0554 3.9782 0.000
C -3.2812 6.6277 -0.2560 0.000
C -3.9986 -3.3901 -2.8070 -0.002
H 4.1725 -2.5340 -2.1113 -0.002
H 1.6009 -0.1238 -6.7416 -0.001
H 1.9901 -2.3416 0.9380 0.013
C -1.7253 -2.3802 -3.1256 -0.068
C 3.1085 3.4734 1.7705 0.010
H 2.2984 -3.3829 -0.4672 -0.006
C 0.0814 -0.2776 2.0339 0.049
H -2.5337 -1.9203 0.5455 0.019
H 1.2321 2.0445 5.1555 0.000
H 5.9569 -0.5619 3.9289 -0.002
H -1.5084 -0.2049 -6.4249 0.001
H 1.9998 -0.9328 -5.2111 -0.001
H -1.8130 -2.6688 -1.0094 0.036
O 0.9591 0.6453 -2.2525 0.097
C -1.9730 -4.8565 -2.8084 -0.005
H -4.6326 5.1663 0.5115 0.000
C -2.6056 -3.5971 -3.4202 -0.005
C -2.0008 6.9154 -0.7101 0.000
C 4.4562 2.9415 1.2592 0.030
C -1.3780 4.6192 -0.3163 0.007
C 3.9361 -2.0250 -0.0098 0.054
N -4.2841 7.6897 -0.2178 0.000
C -1.1941 -1.5665 -4.1298 0.089
H -2.8912 3.3433 0.4552 0.000
H -2.5659 -5.7463 -3.0504 0.000
C -3.6246 5.3507 0.1655 0.000
H -0.3862 2.0220 4.4164 -0.002
H 5.7174 1.8307 3.2906 0.001
H 3.0607 4.5650 1.6731 0.000
H 2.2879 3.0521 1.1896 -0.013
H -4.5697 -2.4433 1.2825 0.001
H 3.8962 2.9083 -0.8362 -0.015
C -2.1721 -1.8994 2.6510 0.003
H 2.6219 -0.0748 5.2618 0.000
H 4.4714 -2.9074 0.3537 0.001
H 5.1527 -2.2955 2.3386 0.002
C 4.9810 -1.2426 2.1244 -0.002
O -5.3941 7.4219 0.1910 0.000
C -0.3159 3.5149 -0.3354 0.007
H -1.7736 7.9226 -1.0296 0.000
H -4.9499 -3.9374 2.1543 0.000
C 2.4401 -2.3758 -0.0577 -0.040
C 4.2887 -0.9119 0.9670 0.046
O 0.7896 3.8433 -0.7927 -0.003
H -1.5839 -1.5803 4.6832 0.018
Pd 1.2288 0.7767 -0.2437 0.220
H 5.5355 -1.6138 -1.4313 0.000
C -0.7595 -0.8138 1.0030 -0.033
H 0.6004 0.2934 6.6490 0.000
C -2.7779 -3.8366 -4.9198 0.010
```

The spin multiplicity is 3. The HOMO energy (alpha / beta) comes out at -1.432 / -1.329 eV. The calculation puts the HOMO-LUMO gap (alpha / beta) at 0.1866 / 0.1828 Ha. Its charge is -2.



No. 3
Density functional theory data (ωB97M-V/def2-TZVPD) for a structure of composition C47H62BiN3O6SSiTe at a distorted geometry.

```
122
Properties=species:S:1:pos:R:3:mulliken_spin:R:1
H -1.9627 -1.4649 4.5112 0.000
H -2.4036 -3.1201 -1.5149 0.011
H -1.4204 1.5238 3.4911 0.000
C -2.7547 -4.5193 3.1002 0.000
H -3.4247 0.3462 -2.0856 -0.006
C -1.5759 6.8896 -0.7871 0.000
C 4.8310 0.6280 -3.0400 0.002
C -3.6200 -1.4464 -0.8923 -0.010
H -1.1638 -0.4372 -5.4444 0.003
H -3.6959 2.0049 0.5347 0.000
C 0.1805 1.7905 -5.0541 0.015
H -0.1183 6.6421 0.7734 0.000
C -4.8244 1.7563 3.0392 0.000
S -0.2805 -0.4321 1.7696 0.003
C 6.1791 1.0484 3.0684 0.000
C 0.0649 -7.0326 -0.4411 -0.006
C -2.4388 1.8127 3.7535 0.000
O 1.4685 -2.4859 -0.6258 0.140
H 4.0413 -0.1732 -1.2172 -0.001
H -0.5717 -3.7528 -4.7769 -0.001
H -4.1537 -3.3439 -1.7780 0.000
C 3.3306 2.9285 -2.4345 -0.001
C -2.8891 -3.0196 3.3167 -0.001
C -4.2884 -2.6861 3.8360 0.000
C 4.8468 1.7194 -3.8986 0.001
C -2.0896 4.9005 -2.0448 0.000
C -1.8269 -2.5317 4.2983 0.000
H 5.0008 4.6105 1.7881 0.000
C 2.4509 4.1333 -2.2046 0.001
C 4.3438 0.0774 1.8033 0.001
H -0.6366 -7.8091 -0.7268 0.000
H 2.3634 4.3785 -1.1472 0.000
H 1.1244 2.3286 -4.9719 0.003
H -0.8300 -2.6583 3.8696 0.000
H -3.1359 3.3535 1.5492 0.000
C -3.3902 1.4821 2.6106 -0.001
C 7.3632 0.8807 3.9873 0.000
C -1.1961 4.1554 -1.2778 -0.002
H 0.1858 4.2191 0.3447 0.000
H -5.5132 1.5171 2.2234 0.000
H 7.0812 0.3467 4.8979 0.000
H 8.1570 0.3059 3.5025 0.000
Si -2.2916 -0.9077 1.5347 -0.011
H 4.1547 -1.7427 0.6471 0.002
H -3.5138 -4.8608 2.3912 0.000
H -1.6807 -2.6390 -5.6159 0.000
H -1.7291 7.9452 -0.5880 0.000
C -1.2981 -2.9495 -4.6443 0.002
H -4.4339 -1.6044 3.8341 0.000
C -0.6761 6.1562 -0.0219 0.000
H -1.7681 -4.7518 2.6886 0.000
C 3.6030 -1.1906 1.4154 -0.006
C -3.3985 -2.9451 -1.0924 -0.008
H -0.6338 2.4410 -4.7170 0.001
H -4.9904 -1.6749 0.7799 0.000
C 1.9708 -6.3141 0.8363 -0.005
H -2.1158 -3.3550 -4.0421 -0.007
C 5.7844 2.3053 2.6245 0.000
N -0.2207 1.9571 -0.7955 0.016
H -2.8863 -5.0563 4.0449 0.000
H 2.5136 -4.2389 0.5981 0.000
H 5.4268 1.6844 -4.8131 0.000
H -5.1123 -0.1146 -0.0555 0.000
C -2.2815 6.2576 -1.8036 0.000
H -5.7713 -1.5842 -0.8136 0.000
H 5.7319 -1.0465 2.9871 0.000
H 4.1174 3.7000 -4.2723 0.000
C -0.0646 -5.7546 -0.9713 0.025
H 5.3894 -0.2699 -3.2785 0.000
H 1.4350 3.9165 -2.5527 0.000
C 4.0771 0.6861 -1.8771 0.001
H 2.6063 -0.9953 1.0321 0.003
O -2.5241 -0.9127 -0.1069 -0.019
H 2.8237 5.0073 -2.7436 0.000
H -4.5265 -0.8836 -2.7638 -0.001
O -3.3442 0.0758 2.3243 0.001
H 6.3384 3.1833 2.9507 0.000
H -2.4617 2.8876 3.9594 0.000
C 0.8331 -4.7496 -0.6064 -0.018
C -3.0359 2.2797 1.3642 -0.001
C -4.9586 -1.1890 -0.1982 0.001
C -3.5849 -0.7249 -2.2287 0.013
N -0.0758 -3.2006 -2.2479 0.297
H -4.9458 2.8101 3.3065 0.000
H 3.4994 -1.8536 2.2785 0.000
O -2.7071 -2.4285 2.0219 -0.003
H 4.4355 3.9767 0.2346 0.000
C 1.8406 -5.0366 0.3081 0.010
H -2.9907 6.8208 -2.4014 0.000
C 4.3390 3.8791 1.3213 0.001
C 0.1999 0.5977 -4.1340 0.025
C 5.4470 -0.0518 2.6453 0.001
O -1.8223 2.1900 -2.4533 0.005
H 3.3086 4.1363 1.5792 0.000
Te 2.1397 1.7488 0.1893 0.013
C -0.4917 4.7987 -0.2649 0.000
H -3.4623 -3.4707 -0.1388 0.001
H -5.0814 1.1384 3.9045 0.000
C -0.6047 -0.5426 -4.5246 0.303
H -2.6289 4.3843 -2.8287 0.000
H -2.7348 1.2705 4.6580 0.000
H 0.0010 1.5062 -6.0922 -0.006
H -2.7647 -1.0967 -2.8504 -0.003
H -5.0475 -3.1396 3.1906 0.000
N -0.0736 -1.9763 -2.7308 0.264
C 3.9699 1.3523 1.3506 -0.002
C 4.1079 2.8532 -3.5905 -0.001
H -0.8579 -5.5161 -1.6667 0.007
C 0.7678 -3.3540 -1.1684 -0.055
H 7.7758 1.8493 4.2743 0.000
H -1.8945 -3.0907 5.2362 0.000
Bi 0.1900 -0.1351 -0.8889 0.032
C 1.0891 -7.3176 0.4560 0.013
C -0.6512 -1.7919 -3.9291 -0.138
C -1.0771 2.6458 -1.5429 -0.009
H -4.4178 -3.0671 4.8543 0.000
C 3.3400 1.8260 -1.5719 0.004
O 0.9218 0.6850 -3.1382 0.103
H -2.0030 2.0765 1.0573 0.000
C 4.6931 2.4751 1.7747 0.000
H 1.1963 -8.3181 0.8593 0.001
H 2.7597 -6.5274 1.5480 0.000
```

The spin multiplicity is 2. The HOMO energy (alpha / beta) comes out at -4.470 / -4.491 eV. The calculation puts the HOMO-LUMO gap (alpha / beta) at 0.2495 / 0.2081 Ha. Its charge is -1.



In the order shown, the computed ΔE to the lowest compared entry with this formula, charge and spin values come out to 65.8, 0.0, 0.0 kJ/mol.